9
Properties=species:S:1:pos:R:3 method="wB97M-V/def2-TZVPD" e_lumo_ha=-0.0012 e_tot_ha=-1234.5772 de_lowest_ev=2.506 e_homo_ev=-8.4 gap_ha=0.30799
C 0.0534 0.8245 -0.7458
C -0.9224 -0.5675 0.5802
S 1.3536 -0.1001 -1.4618
Cl 2.4292 -0.3357 0.2219
I -0.2504 -0.4368 2.6126
H -0.7156 0.7949 -1.4872
H 0.4254 1.6548 -0.2296
H -0.4880 -1.4676 0.1065
H -1.8853 -0.3664 0.4031


15
Properties=species:S:1:pos:R:3 method="wB97M-V/def2-TZVPD" e_lumo_ha=-0.0639 e_tot_ha=-872.0142 de_lowest_ev=4.392 e_homo_ev=-7.1 gap_ha=0.19875
C -0.9478 0.2908 -1.0723
C -2.3275 -0.0412 -1.0468
C -0.2906 -0.1153 0.0815
C -0.5160 -1.2156 1.0993
C 1.1372 -0.1847 0.4498
N 0.8153 -1.2142 1.3849
O 0.3967 -3.5069 -0.4301
O -1.2200 -2.2644 1.2814
O -2.9889 -0.3334 -0.0540
S -0.3450 -3.8400 0.8471
H -0.3731 0.8867 -1.8059
H -2.7862 -0.1007 -2.0424
H 1.8150 -0.4401 -0.3225
H 1.5723 0.6981 0.7889
H 1.2640 -2.0965 1.3406


18
Properties=species:S:1:pos:R:3 method="wB97M-V/def2-TZVPD" smiles="C=N/C(N)=N/O.CSO" e_lumo_ha=0.0199 e_tot_ha=-832.5180 de_lowest_ev=2.030 e_homo_ev=-7.9 gap_ha=0.30839
C -0.1516 2.0609 -0.1363
N 1.0106 1.6027 -0.3116
C 1.3019 0.3621 -0.6917
N 1.9124 -0.4766 0.1891
N 0.8739 0.0399 -1.8790
O 1.1194 -1.2893 -2.3189
H -0.9823 1.3812 -0.3199
H -0.3424 3.0986 0.0178
H 2.4843 -1.0879 -0.3800
H 2.3032 -0.0261 0.9838
H 0.5354 -1.4379 -3.0975
C -1.6573 -0.7993 1.8398
S -0.8645 -2.1756 0.9468
O -1.1817 -1.9703 -0.6510
H -0.8759 -0.1082 2.1140
H -2.4258 -0.3892 1.1979
H -2.1299 -1.3625 2.6418
H -0.3825 -2.1651 -1.1417


136
Properties=species:S:1:pos:R:3 method="wB97M-V/def2-TZVPD" charge=+1 e_lumo_ha="-0.1162 / -0.1224" e_tot_ha=-2887.0383 de_lowest_ev=0.000 e_homo_ev="-8.3 / -8.3" gap_ha="0.18959 / 0.18236"
Y 2.1262 0.4887 1.9255
C 4.1369 1.3026 4.6412
N 4.0885 0.1596 3.7173
C 5.4130 0.0227 3.0884
C 3.7877 -1.0680 4.4714
C 2.3073 -1.2636 4.7364
N 1.5073 -1.4611 3.5106
C 0.1031 -1.5716 3.9314
C -1.0185 -1.5121 2.9253
C -2.0251 -2.4490 2.9756
C -3.2396 -2.2437 2.3237
C -3.4648 -0.9958 1.6874
C -2.5223 -0.0166 1.5920
C -1.1929 -0.3303 2.1020
O -0.2112 0.4033 1.8609
C -2.8241 1.3745 1.0421
C -4.3240 1.5484 0.7904
C -2.3958 2.4396 2.0663
C -2.0885 1.6176 -0.2794
C -4.3597 -3.2697 2.3166
C -3.9585 -4.5609 3.0271
C -5.5976 -2.6934 3.0199
C -4.7057 -3.5869 0.8517
C 1.9533 -2.7114 2.8386
C 1.1473 -3.1916 1.6730
C 0.6479 -4.4929 1.6688
C 0.1167 -5.0573 0.5242
C 0.0874 -4.2510 -0.6243
C 0.5838 -2.9607 -0.6828
C 1.1324 -2.4022 0.5078
O 1.6675 -1.2099 0.5343
C 0.6315 -2.1693 -1.9905
C 2.0880 -1.8547 -2.3668
C -0.1517 -0.8648 -1.8171
C 0.0090 -2.9385 -3.1571
C -0.2546 -6.5382 0.4145
C -0.2422 -7.2357 1.7751
C -1.6429 -6.7233 -0.2076
C 0.7804 -7.2310 -0.4853
H 4.9456 1.1623 5.3699
H 3.1927 1.4175 5.1667
H 4.3159 2.2176 4.0802
H 6.1781 -0.1733 3.8504
H 5.6560 0.9349 2.5509
H 5.4008 -0.7862 2.3609
H 4.3167 -1.0577 5.4344
H 4.1864 -1.9152 3.9163
H 1.9019 -0.3980 5.2627
H 2.1915 -2.1355 5.3981
H -0.0732 -0.7435 4.6257
H -0.0254 -2.5002 4.5076
H -1.8651 -3.3478 3.5557
H -4.4531 -0.8183 1.2879
H -4.9136 1.3556 1.6889
H -4.6850 0.8961 -0.0078
H -4.5148 2.5782 0.4823
H -2.9203 2.3042 3.0152
H -2.6602 3.4291 1.6827
H -1.3255 2.4176 2.2597
H -2.3938 0.8946 -1.0365
H -1.0096 1.5541 -0.1516
H -2.3446 2.6173 -0.6467
H -3.7579 -4.3945 4.0875
H -3.0714 -5.0083 2.5773
H -4.7721 -5.2842 2.9564
H -5.3803 -2.4556 4.0629
H -6.4053 -3.4277 3.0010
H -5.9620 -1.7876 2.5340
H -3.8176 -3.8889 0.2952
H -5.1424 -2.7239 0.3467
H -5.4328 -4.4004 0.8094
H 2.0022 -3.5105 3.5935
H 2.9692 -2.5321 2.4765
H 0.7396 -5.0773 2.5777
H -0.2923 -4.6935 -1.5352
H 2.5767 -1.2541 -1.6035
H 2.1121 -1.3118 -3.3175
H 2.6604 -2.7760 -2.4951
H 0.2564 -0.2733 -0.9989
H -1.1998 -1.0857 -1.6000
H -0.1151 -0.2730 -2.7386
H 0.5393 -3.8707 -3.3633
H 0.0615 -2.3234 -4.0584
H -1.0430 -3.1739 -2.9788
H -0.9151 -6.7529 2.4875
H 0.7578 -7.2517 2.2128
H -0.5660 -8.2719 1.6611
H -2.4195 -6.2900 0.4220
H -1.8617 -7.7873 -0.3257
H -1.7134 -6.2614 -1.1935
H 1.7871 -7.1093 -0.0813
H 0.7721 -6.8107 -1.4925
H 0.5672 -8.3000 -0.5642
C 2.8948 2.4032 -5.7669
C 3.6001 3.2940 -4.7596
N 3.0901 3.1060 -3.3973
C 3.7524 2.2722 -2.5634
C 3.3405 1.8904 -1.3246
C 4.3082 1.0116 -0.5425
O 5.3382 0.6686 -1.1015
O 3.9640 0.7495 0.6583
C 2.0595 2.3304 -0.8662
O 1.4560 1.9227 0.1398
C 1.4059 3.3409 -1.7112
C 0.2378 3.9466 -1.2440
C -0.4094 4.8497 -2.0313
F -1.5265 5.4677 -1.5575
C 0.0344 5.1775 -3.3180
C 1.1904 4.5791 -3.7812
C 1.9066 3.6811 -2.9742
N -0.6432 6.1072 -4.1480
C -2.0813 6.1333 -4.2628
C -2.7310 7.2824 -3.4994
N -2.0409 8.5729 -3.8840
C -0.5502 8.5054 -3.6509
C -0.0013 7.3542 -4.4829
H 3.2959 2.5737 -6.7661
H 1.8214 2.5957 -5.7931
H 3.0410 1.3525 -5.5161
H 3.5194 4.3493 -5.0214
H 4.6648 3.0724 -4.7225
H 4.6954 1.8731 -2.9191
H -0.1311 3.6970 -0.2584
H 1.5070 4.8032 -4.7896
H -2.5049 5.1979 -3.9037
H -2.3538 6.2184 -5.3239
H -2.6020 7.1823 -2.4262
H -3.7858 7.3978 -3.7427
H -2.4452 9.3505 -3.3623
H -2.2111 8.7650 -4.8744
H -0.4144 8.3301 -2.5843
H -0.1319 9.4723 -3.9252
H 1.0713 7.2789 -4.3190
H -0.1470 7.5833 -5.5480
O 1.3532 1.7001 3.6566
O 2.0314 2.5161 2.8714


22
Properties=species:S:1:pos:R:3 method="wB97M-V/def2-TZVPD" smiles=C[C@@H](CCN)NCO e_lumo_ha=0.0385 e_tot_ha=-383.5887 de_lowest_ev=3.049 e_homo_ev=-8.4 gap_ha=0.34584
C -0.8507 -1.3880 -0.6927
C -0.0825 -0.1668 -0.0894
C 0.8990 0.5375 -1.0569
C 2.1093 -0.4481 -1.2380
N 3.2204 -0.0377 -0.3713
N -1.0752 0.8745 0.2008
C -1.5338 0.8617 1.5131
O -2.6985 -0.0680 1.6324
H -1.1229 -1.2742 -1.7561
H -0.3698 -2.3248 -0.4600
H -1.8179 -1.4915 -0.0963
H 0.5049 -0.5735 0.7209
H 0.4554 0.7666 -2.0393
H 1.2729 1.3576 -0.4685
H 2.4440 -0.4474 -2.2626
H 1.8577 -1.5015 -1.0078
H 3.9123 0.5760 -0.7511
H 3.2074 -0.2674 0.5955
H -1.6309 1.0954 -0.6392
H -0.8562 0.3792 2.2384
H -2.1159 1.8489 1.7298
H -3.4503 0.3288 2.0810


11
Properties=species:S:1:pos:R:3 method="wB97M-V/def2-TZVPD" charge=+2 e_lumo_ha="-0.5061 / -0.5106" e_tot_ha=-280.5457 de_lowest_ev=6.568 e_homo_ev="-20.6 / -20.4" gap_ha="0.25170 / 0.24056"
C -0.7696 1.2101 -0.1932
C 0.6621 -0.9108 -0.1410
C -1.6894 0.1734 0.0917
N 2.1656 0.7722 -0.0684
N 1.9543 -0.4265 0.0169
N -0.2698 -0.0119 -0.2407
H -0.7371 2.3054 -0.1269
H 0.2844 -2.0246 -0.1981
H -1.8674 0.2264 1.1221
H -2.4962 -0.2460 -0.4370
H 2.7633 -1.0676 0.1746


53
Properties=species:S:1:pos:R:3 method="wB97M-V/def2-TZVPD" charge=-1 e_lumo_ha="0.0461 / 0.0461" e_tot_ha=-5327.8881 de_lowest_ev=20.787 e_homo_ev="-4.0 / -4.0" gap_ha="0.19340 / 0.19441"
Pt -0.3862 0.4240 0.1090
N 1.5583 0.1533 -1.3547
C 2.5127 -1.1019 0.9288
C 3.4297 -1.4727 1.8673
C 3.8397 -2.8274 1.9418
C 3.1802 -3.7872 1.2393
C 1.9648 -3.4464 0.5881
C 1.1592 -4.3969 -0.0730
C -0.0720 -4.0410 -0.5316
C -0.5140 -2.7292 -0.2901
N 0.2311 -1.7934 0.2427
C 1.5100 -2.1112 0.6355
H 3.5963 -0.0113 -0.8035
H 1.2343 0.6158 0.7429
H 3.9593 -0.6945 2.4062
H 4.7026 -3.0791 2.5446
H 3.5395 -4.8075 1.2024
H 1.5382 -5.4033 -0.2080
H -0.7200 -4.7407 -1.0382
H -1.5297 -2.4336 -0.5316
Se -1.9100 2.1563 -2.1438
C -3.2649 2.7263 -0.9474
C -3.0271 3.2146 0.3335
C -4.1005 3.6182 1.1093
N -5.3730 3.5854 0.7160
C -5.5892 3.1182 -0.5136
C -4.5924 2.6866 -1.3696
H -2.0258 3.2720 0.7391
H -3.9226 4.0003 2.1100
H -6.6257 3.0857 -0.8353
H -4.8473 2.3103 -2.3521
Cl 2.6760 2.4119 1.9437
C 3.2336 1.5837 0.5462
Cl 2.3645 0.2880 -0.0544
Cl 4.7007 2.1206 -0.2059
C -0.3378 2.1603 -0.7730
O 0.5328 2.9367 -0.9495
O 1.0970 -0.0645 -2.6070
O -2.6085 -3.0417 2.7769
C -1.6496 -2.1315 3.0415
C -0.5271 -2.5409 3.7626
C 0.4511 -1.6199 4.0876
C 0.3113 -0.2810 3.7351
C -0.7700 0.1132 2.9622
C -1.7419 -0.8125 2.5771
C -2.7889 -0.5327 1.5280
O -3.8991 -1.0747 1.6530
O -2.4519 0.1496 0.4978
H -3.3470 -2.5303 2.3546
H -0.4489 -3.5803 4.0552
H 1.3284 -1.9437 4.6361
H 1.0412 0.4507 4.0571
H -0.9345 1.1607 2.7417


21
Properties=species:S:1:pos:R:3 method="wB97M-V/def2-TZVPD" e_lumo_ha=0.0303 e_tot_ha=-420.4832 de_lowest_ev=2.741 e_homo_ev=-7.0 gap_ha=0.28716
C -1.0701 -2.1449 -0.2906
C 1.4554 -0.3804 -1.0036
C 1.6308 0.4879 1.3664
C -1.3565 0.2554 -0.0330
C -0.3615 1.1836 -0.0699
C 0.7556 0.2646 0.1641
N -0.3564 2.5674 0.1810
O -2.6749 0.3890 -0.3608
N -0.7475 -0.8979 0.3923
H -3.1803 -0.2888 0.1052
H -1.2798 2.9262 0.3868
H 0.0628 3.1135 -0.5615
H -1.5513 -2.0147 -1.2693
H -0.1449 -2.7078 -0.4461
H -1.7116 -2.7656 0.3425
H 1.9117 -1.3311 -0.7171
H 0.7717 -0.5448 -1.8352
H 1.0919 1.0203 2.1469
H 1.9734 -0.4764 1.7465
H 2.5193 1.0677 1.0999
H 2.2621 0.2769 -1.3445


36
Properties=species:S:1:pos:R:3 method="wB97M-V/def2-TZVPD" charge=-2 e_lumo_ha="0.1530 / 0.1530" e_tot_ha=-2823.1841 e_homo_ev="-1.3 / -3.0" gap_ha="0.20217 / 0.26390" multiplicity=2
Hg 1.9207 0.9267 -1.4146
O 4.9193 1.4646 -2.6908
P 4.5585 -0.1016 -2.9584
O 5.4474 -0.7216 -3.9626
O 3.0596 -0.0823 -3.1888
O 4.8957 -0.7647 -1.5290
P 4.2764 -0.5795 -0.0103
O 2.3775 2.7482 -0.4372
O 5.2075 -1.2675 0.9288
O 2.8006 -0.9453 -0.0733
H 5.7520 1.5533 -2.2153
H 1.5469 2.9372 0.0168
N -2.6246 -2.3537 4.3159
C -2.4684 -1.2943 3.3960
C -3.5207 -0.9062 2.5754
C -3.3604 0.1416 1.6770
C -2.1550 0.8149 1.6040
C -1.1018 0.4399 2.4326
C -1.2583 -0.6024 3.3236
S -1.8645 2.0690 0.3786
O -3.1467 2.3146 -0.2589
O -1.2199 3.1616 1.0601
N -0.8084 1.3790 -0.5690
C -1.1293 0.6049 -1.6085
S -2.7094 0.0997 -2.1638
C -1.9568 -0.8914 -3.3758
C -0.6146 -0.7386 -3.3251
N -0.1508 0.0905 -2.3458
H -3.2903 -3.0423 3.9965
H -1.7460 -2.8052 4.5266
H -4.4660 -1.4362 2.6270
H -4.1678 0.4379 1.0204
H -0.1499 0.9496 2.3510
H -0.4265 -0.9040 3.9501
H -2.5271 -1.4821 -4.0730
H 0.1007 -1.2141 -3.9802


64
Properties=species:S:1:pos:R:3 method="wB97M-V/def2-TZVPD" smiles="O=[N+]([O-])c1ccccc1.O=[N+]([O-])c1ccccc1.O=[N+]([O-])c1ccccc1.O=[N+]([O-])c1ccccc1.ClCCCl" e_lumo_ha=-0.0400 e_tot_ha=-2746.1302 de_lowest_ev=0.000 e_homo_ev=-9.4 gap_ha=0.30420
O 4.9248 -6.3608 1.9854
N 5.4777 -5.2805 1.9761
O 6.4521 -4.9897 2.6413
C 4.9567 -4.2709 1.0512
C 3.6222 -4.2937 0.7133
C 3.1553 -3.3463 -0.1775
C 4.0235 -2.4415 -0.7762
C 5.3606 -2.4289 -0.3908
C 5.8327 -3.3190 0.5586
H 2.9374 -5.0023 1.1583
H 2.1500 -3.3725 -0.5756
H 3.6366 -1.7342 -1.4937
H 6.0563 -1.7161 -0.8196
H 6.8678 -3.2929 0.8632
O 2.0653 0.1993 -1.2901
N 1.4789 1.1785 -0.8998
O 0.8046 1.2300 0.1196
C 1.5586 2.3916 -1.7133
C 2.5145 2.4512 -2.6961
C 2.6060 3.6022 -3.4729
C 1.7400 4.6702 -3.2410
C 0.8089 4.5907 -2.2045
C 0.7113 3.4511 -1.4320
H 3.2237 1.6712 -2.9321
H 3.2910 3.6838 -4.3058
H 1.8454 5.5830 -3.8123
H 0.1877 5.4502 -1.9838
H 0.0463 3.3928 -0.5835
O -2.8871 0.3344 2.4570
N -2.5337 1.4867 2.3102
O -1.3971 1.8337 2.0481
C -3.5526 2.5268 2.4405
C -4.8333 2.1691 2.7784
C -5.8181 3.1472 2.7961
C -5.4881 4.4789 2.5625
C -4.1696 4.8126 2.2571
C -3.2058 3.8312 2.1559
H -5.1307 1.1654 3.0438
H -6.8353 2.8791 3.0493
H -6.2281 5.2608 2.6626
H -3.9453 5.8603 2.1006
H -2.1881 4.0643 1.8774
O -0.8721 -4.0528 -3.2479
N -0.4331 -3.0311 -2.7516
O 0.7450 -2.7728 -2.6173
C -1.4014 -2.0432 -2.2651
C -0.9670 -1.0179 -1.4489
C -1.8735 -0.0798 -0.9831
C -3.2298 -0.2514 -1.2612
C -3.6502 -1.2792 -2.0998
C -2.7266 -2.1681 -2.6271
H 0.0901 -0.9398 -1.2204
H -1.5389 0.7150 -0.3282
H -3.9430 0.3945 -0.7617
H -4.7075 -1.4428 -2.2626
H -3.0045 -2.9848 -3.2785
Cl 1.2678 -2.0753 3.3635
C 0.0979 -1.2260 2.3115
C -0.9528 -2.1721 1.7750
Cl -0.2048 -3.4803 0.7908
H 0.6652 -0.7892 1.4934
H -0.3765 -0.4743 2.9277
H -1.6464 -1.6749 1.1095
H -1.4609 -2.7006 2.5759


23
Properties=species:S:1:pos:R:3 method="wB97M-V/def2-TZVPD" smiles="CC/C=C/N.O.O.O" e_lumo_ha=0.0320 e_tot_ha=-441.8358 de_lowest_ev=1.253 e_homo_ev=-8.1 gap_ha=0.32813
C -1.9398 2.4762 -0.9079
C -1.8152 0.9658 -1.1814
C -0.4923 0.4804 -1.7258
C 0.6607 1.0552 -1.3921
N 1.9070 0.6853 -1.9622
H -1.5552 2.7139 0.0798
H -2.9934 2.7350 -0.8665
H -1.4183 3.1061 -1.6114
H -2.0667 0.4938 -0.2349
H -2.6265 0.6687 -1.8498
H -0.5074 -0.3529 -2.4342
H 0.7659 1.8327 -0.6376
H 2.6488 0.6503 -1.2769
H 1.8124 -0.2106 -2.4150
O -6.9781 -0.3643 -1.7957
H -6.4704 -1.1710 -1.9097
H -7.5025 -0.4802 -0.9939
O 3.3349 -5.2562 3.5443
H 3.0426 -5.3841 2.6399
H 2.6502 -5.5712 4.1481
O 5.2323 1.0140 3.8589
H 5.8603 1.7337 3.9716
H 4.4307 1.2778 4.3243


72
Properties=species:S:1:pos:R:3 method="wB97M-V/def2-TZVPD" charge=+2 e_lumo_ha=-0.4953 e_tot_ha=-1492.0104 de_lowest_ev=0.597 e_homo_ev=-15.2 gap_ha=0.06290
Al -17.5196 34.6294 -27.5231
C -18.6570 31.6299 -29.7426
C -17.2852 31.8787 -30.3633
C -17.4732 32.7189 -31.6734
O -16.4918 32.5869 -29.4290
H -19.3717 32.3974 -29.4454
H -18.6334 31.0315 -28.8319
H -19.2131 30.9612 -30.3997
H -16.9017 30.9009 -30.6548
H -18.0665 32.3409 -32.5060
H -16.4894 33.0361 -32.0194
H -17.9656 33.6402 -31.3622
C -13.7356 31.6923 -32.0232
C -13.6483 33.2352 -31.4838
C -12.8726 34.0409 -32.4915
C -11.4705 33.5034 -32.8500
N -10.4020 33.1261 -32.9917
H -14.5265 31.6025 -32.7680
H -13.9120 30.9156 -31.2791
H -12.7796 31.3248 -32.3962
H -13.0393 33.3657 -30.5893
H -14.5966 33.6929 -31.2023
H -12.7605 35.0970 -32.2461
H -13.5654 33.9651 -33.3295
C -19.6533 31.9098 -35.2702
C -20.4074 30.9353 -36.1740
C -21.9128 31.1170 -36.4142
C -22.3183 32.4334 -36.9194
N -22.6301 33.4665 -37.3429
H -18.6667 31.4938 -35.0660
H -20.1827 31.9795 -34.3199
H -19.6282 32.7748 -35.9330
H -20.1496 29.9434 -35.8031
H -19.9604 31.0410 -37.1625
H -22.3755 31.0970 -35.4274
H -22.4311 30.4177 -37.0703
C -14.1968 37.5297 -31.5152
C -15.0812 38.7631 -31.4997
C -16.3685 38.6178 -30.5441
C -17.0276 37.2638 -30.3690
N -17.4918 36.1889 -30.2150
H -13.1897 37.7822 -31.8470
H -14.5223 36.6851 -32.1224
H -14.0242 37.1043 -30.5265
H -15.4410 39.0097 -32.4986
H -14.4041 39.5682 -31.2143
H -17.0903 39.3625 -30.8793
H -16.0405 38.9887 -29.5730
C -17.1075 35.8846 -33.6632
C -16.3333 36.1328 -34.9963
C -16.5930 35.0084 -36.0262
C -15.7855 35.1403 -37.3126
N -15.2293 35.1732 -38.2765
H -17.4695 34.8939 -33.3883
H -17.8844 36.6267 -33.4792
H -16.4428 36.1796 -32.8512
H -15.2565 36.1964 -34.8399
H -16.6246 37.1077 -35.3873
H -17.6319 34.9732 -36.3543
H -16.3744 34.0430 -35.5699
C -18.1460 28.3642 -33.3866
C -16.7132 28.4212 -32.8140
C -16.0789 27.0647 -32.3257
C -16.9633 26.3402 -31.3953
N -17.5960 25.7101 -30.6193
H -18.1559 27.7776 -34.3052
H -18.5848 29.2712 -33.8027
H -18.8441 27.9483 -32.6602
H -16.7766 29.1030 -31.9659
H -16.1082 29.0206 -33.4943
H -15.1040 27.3393 -31.9228
H -15.8831 26.5677 -33.2758